[1]
DFT (ωB97M-V with the def2-TZVPD basis set) results for a molecular structure, C47H49ClN6O7S2Sn.

Geometry as XYZ:
```
113
Properties=species:S:1:pos:R:3
Sn 1.07013 0.04397 -0.09160
C 3.78432 2.30979 -2.66565
C 2.87323 3.47214 -2.24712
C 1.71391 3.07973 -1.30270
N 2.13771 2.14501 -0.28246
C 2.92865 2.51455 0.68400
C 3.19324 3.87552 1.00702
C 4.09535 4.46673 1.87307
C 5.14527 3.90784 2.58804
C 5.44237 2.54604 2.64006
C 4.71403 1.47041 2.18874
C 3.45055 1.38893 1.51421
N 2.74896 0.30046 1.47898
C 2.97286 -0.75845 2.45111
C 3.65438 -1.98922 1.85416
C 2.70547 -2.73653 0.91470
N 2.51876 -2.01455 -0.32393
C 3.28374 -2.24958 -1.34326
C 4.43414 -3.10447 -1.29490
C 5.14347 -3.73991 -2.29686
C 4.89164 -3.80471 -3.66207
C 3.90354 -3.07431 -4.32968
C 3.10994 -2.04512 -3.88163
C 2.94206 -1.46519 -2.57540
N 2.38766 -0.31756 -2.34900
C 2.07542 0.57657 -3.44775
C 3.27036 1.45815 -3.82422
H 3.92409 1.65306 -1.80559
H 4.76498 2.71376 -2.93360
H 2.44976 3.96101 -3.13269
H 3.49179 4.20919 -1.72847
H 0.91039 2.60000 -1.85967
H 1.27981 3.99485 -0.88135
H 2.51323 4.57283 0.53119
H 3.99697 5.54558 1.96093
H 5.79118 4.58063 3.14073
H 6.37016 2.29184 3.14568
H 5.17263 0.50412 2.36076
H 1.98599 -1.04054 2.83076
H 3.53992 -0.38126 3.30457
H 3.96759 -2.65450 2.66592
H 4.54910 -1.67779 1.30493
H 1.72863 -2.80056 1.40598
H 3.06053 -3.75966 0.74124
H 4.81650 -3.27722 -0.29613
H 5.98949 -4.32848 -1.95109
H 5.50220 -4.47747 -4.25375
H 3.78798 -3.31341 -5.38398
H 2.46825 -1.61221 -4.63892
H 1.24593 1.20201 -3.12775
H 1.72378 0.05929 -4.34310
H 2.98072 2.09710 -4.66758
H 4.08130 0.80669 -4.16661
S -1.56649 1.32219 -2.85111
C -2.26498 0.03542 -2.05431
N -3.13248 0.18234 -1.03909
C -3.90811 -0.93964 -0.52522
C -4.11495 -1.97105 -1.60013
N -2.84588 -2.34663 -2.19398
C -2.69434 -3.72015 -2.67371
C -2.86993 -4.78801 -1.62507
C -4.08253 -5.45987 -1.49106
C -4.26099 -6.40920 -0.49259
C -3.21494 -6.70354 0.37111
C -1.99402 -6.06165 0.22070
C -1.82176 -5.10781 -0.77077
C -1.95858 -1.38196 -2.52437
S -0.58451 -1.67807 -3.38994
C -3.05711 1.34971 -0.14677
C -4.42050 1.86029 0.23718
C -4.87699 1.74605 1.54604
C -6.14294 2.20299 1.89178
C -6.96675 2.77302 0.93082
C -6.51449 2.89399 -0.37905
C -5.24888 2.44099 -0.72123
H -4.88109 -0.55844 -0.21263
H -3.43191 -1.38485 0.34471
H -4.78138 -1.57449 -2.37915
H -4.57035 -2.85430 -1.15887
H -1.70133 -3.77783 -3.10241
H -3.42552 -3.87506 -3.47746
H -4.89408 -5.23990 -2.17777
H -5.21888 -6.90484 -0.38521
H -3.35569 -7.42597 1.16677
H -1.17871 -6.27750 0.89995
H -0.87950 -4.57773 -0.85446
H -2.50510 2.11679 -0.67667
H -2.47526 1.06376 0.73341
H -4.22817 1.28951 2.28753
H -6.49278 2.10712 2.91338
H -7.95774 3.12071 1.19864
H -7.15282 3.34234 -1.13233
H -4.88580 2.53291 -1.74068
O -2.06876 1.44752 4.75562
C -1.84778 2.71447 4.31628
C -2.43599 3.81175 4.93930
C -2.19525 5.09969 4.47593
C -1.37775 5.29378 3.37522
C -0.80687 4.18971 2.74752
C -1.01896 2.89847 3.20597
C -0.22684 1.74522 2.57624
O 0.52818 1.12622 3.33324
O -0.40347 1.61388 1.32702
H -2.65184 1.46981 5.51787
H -3.07775 3.65535 5.80275
H -2.64403 5.94584 4.98412
H -1.18235 6.29550 3.00993
H -0.16362 4.31776 1.88409
O -2.10370 -0.86656 2.40718
Cl -1.70466 -2.13663 1.86875
O -2.87545 -3.00202 1.80358
O -0.69367 -2.75434 2.68440
O -1.17527 -1.95215 0.52074
```

As for the energy relative to the best compared isomer or geometry (same formula, charge and spin): 1.4199 eV. The orbital gap comes out at 0.2161 Eh. For the total energy, the calculation gives -112826.547 eV. As for the HOMO energy: -1.804 eV. The LUMO energy comes out at 4.08 eV. Its charge is -2.

Results of the Mulliken charge analysis, in e, for atoms 1 through 5:
1. Sn 0.43
2. C -0.28
3. C -0.92
4. C -0.86
5. N 0.92

***

[2]
DFT (ωB97M-V with the def2-TZVPD basis set) results for a molecular structure, C47H51N9O5PSTeTi.

Geometry as XYZ:
```
116
Properties=species:S:1:pos:R:3
Ti 0.43545 0.99991 0.74785
C -5.35114 -0.94877 4.23129
C -4.10822 -0.72975 3.41495
C -3.74384 -1.59709 2.38787
C -2.52833 -1.46422 1.74511
C -1.63220 -0.44084 2.07671
N -0.26983 -0.50899 1.70816
C 0.29074 -1.76346 2.00650
C -0.25271 -2.57782 3.02215
C 0.17100 -3.86564 3.25759
C 1.16969 -4.43940 2.47638
C 1.55238 -5.88658 2.61389
C 1.81323 -3.61018 1.57978
C 1.44539 -2.27668 1.39243
N 2.33993 -1.45361 0.66587
C 3.65567 -1.71871 0.52022
C 4.23381 -0.64526 -0.10714
C 3.19238 0.24854 -0.30975
N 2.03758 -0.22874 0.17617
C -2.10298 0.54871 2.95233
C -3.29447 0.36993 3.64487
N -1.38238 1.75970 3.07212
C -1.47423 2.68661 4.04265
C -0.89083 3.84145 3.57075
C -0.46869 3.53247 2.28147
N -0.74981 2.26323 1.98278
H -5.93409 -1.78115 3.84185
H -5.98250 -0.05902 4.23911
H -5.08325 -1.17947 5.26347
H -4.40900 -2.40622 2.11125
H -2.21902 -2.18842 1.00444
H -1.02729 -2.16305 3.65028
H -0.29013 -4.43516 4.05488
H 1.04426 -6.34076 3.46219
H 2.62769 -5.99919 2.75609
H 1.27792 -6.43861 1.71328
H 2.62973 -4.01714 0.99708
H 4.11194 -2.61466 0.89623
H 5.26602 -0.51702 -0.37838
H 3.26058 1.19224 -0.81499
H -3.60046 1.11489 4.37020
H -1.93753 2.48059 4.99132
H -0.79392 4.78132 4.08388
H 0.00108 4.17925 1.55992
O 2.90269 3.41640 7.88074
C 2.94335 2.25472 7.20013
O 3.17730 1.22861 7.77234
C 2.66756 2.30905 5.73248
C 2.86821 3.43622 4.94153
C 2.63979 3.39033 3.57942
C 2.18297 2.21832 2.96134
C 1.97380 1.08833 3.76921
C 2.22929 1.13419 5.12148
N 1.87799 2.13803 1.60745
C 2.30958 3.05273 0.72795
C 1.84300 3.01079 -0.59812
C 2.42224 3.78182 -1.63427
C 2.05766 3.55830 -2.93405
C 1.08071 2.58837 -3.21159
C 0.49120 1.92463 -2.16232
N 0.83587 2.10711 -0.87354
H 2.66460 4.16188 7.32055
H 3.23252 4.36524 5.36586
H 2.79198 4.28519 2.99066
H 1.63381 0.16705 3.31438
H 2.10477 0.25727 5.74285
H 3.06717 3.78072 0.99698
H 3.16641 4.52670 -1.38583
H 2.52199 4.11157 -3.73922
H 0.77008 2.37634 -4.22459
H -0.31231 1.22640 -2.33752
C -4.57667 1.48184 0.75430
O -3.36232 2.22116 0.70048
P -2.14388 1.92558 -0.33826
O -1.88123 3.53074 -0.49862
C -1.44201 4.21971 -1.65988
O -2.93601 1.54083 -1.71565
C -4.05430 2.27288 -2.21776
H -5.35777 2.01203 0.20618
H -4.87198 1.40924 1.79576
H -4.46278 0.47620 0.34527
H -2.02635 5.13758 -1.73132
H -1.59255 3.63286 -2.56674
H -0.38652 4.48361 -1.57464
H -3.87727 2.48295 -3.27256
H -4.19169 3.21126 -1.67853
H -4.95614 1.66776 -2.12092
S -0.83135 -1.14346 -1.28983
C -1.59175 -1.05820 -2.78109
N -1.03081 -0.66922 -3.94190
C -1.90591 -0.94403 -5.07803
C -3.26210 -1.19311 -4.39650
N -2.86451 -1.41849 -3.01264
H -0.01130 -0.70384 -4.01370
H -1.56096 -1.82190 -5.63029
H -1.93712 -0.09688 -5.76136
H -3.77600 -2.06298 -4.80216
H -3.92123 -0.32512 -4.48216
H -3.52251 -1.52700 -2.26217
C 1.56338 -3.19615 -3.44278
Te 2.28276 -1.18653 -3.11829
C 2.97250 -1.32298 -5.16506
C 2.52550 -2.65670 -5.69746
C 2.81141 -3.00974 -7.01512
C 2.41877 -4.23911 -7.51372
C 1.73205 -5.12784 -6.69686
C 1.44702 -4.78370 -5.38720
C 1.84199 -3.54756 -4.87779
H 0.50266 -3.25939 -3.19790
H 2.09045 -3.87521 -2.77292
H 4.05832 -1.24032 -5.19785
H 2.56745 -0.50917 -5.76669
H 3.35221 -2.31117 -7.64244
H 2.65007 -4.50552 -8.53648
H 1.42489 -6.09138 -7.08151
H 0.91973 -5.47901 -4.74466
```

As for the energy relative to the best compared isomer or geometry (same formula, charge and spin): 0.4441 eV. The orbital gap (alpha / beta) comes out at 0.2054 / 0.2049 Eh. For the total energy, the calculation gives -123745.321 eV. As for the HOMO energy (alpha / beta): -8.364 / -8.358 eV. The LUMO energy (alpha / beta) comes out at -2.78 / -2.78 eV. Its charge is +1.

Results of the Mulliken charge analysis, in e, for atoms 1 through 5:
1. Ti -0.73
2. C -1.60
3. C 0.53
4. C -1.33
5. C -0.59

***

It is found that the max |F| values, taken in the order of the records, are 0.59, 1.89 eV Å⁻¹.